[1]
The following is a quantum chemistry calculation of a structure of composition C22H25AsCoF6N3P2S, from OMol25.

Last column: Löwdin spin population.
CARTESIAN COORDINATES (ANGSTROEM)
H: -1.35080 2.59450 -3.28277  0.000
C: -1.09333 -3.10068 -4.85827  0.001
H: -1.98931 1.38030 -4.42466  0.011
H: -2.43647 2.66363 4.74789  -0.001
N: 1.35245 0.34598 3.59939  0.135
C: 4.09449 -1.69011 0.97732  0.000
C: 3.72444 -1.77944 -0.35012  0.001
H: -0.27774 -2.89581 0.34180  0.000
F: 2.06461 4.54050 -0.57216  0.001
C: -0.74328 -1.23527 -3.37826  0.031
H: 3.53735 -1.00648 2.91500  0.000
H: -3.61716 0.08046 -1.18717  0.000
C: -3.32413 -0.72168 -0.51249  0.027
C: -1.40347 -1.92366 -2.35309  0.018
C: -1.65103 1.55407 -3.39999  0.036
C: 2.51423 -1.22148 -0.73465  0.008
C: 0.53803 0.98260 4.53303  0.108
Co: 0.13597 0.58941 -0.58577  2.994
H: -3.51427 -0.40534 0.51375  0.001
C: 1.03565 0.91749 -4.31218  0.057
F: 0.70903 3.06281 -2.10195  0.015
C: 2.05055 -0.52720 1.42033  0.006
H: 4.35677 -2.26253 -1.08149  0.000
H: -2.02358 -3.22596 0.42313  0.007
C: -0.69197 1.55177 4.13320  0.126
H: 2.18774 -1.27389 -1.76687  0.003
H: -1.30744 -2.02817 1.50513  0.000
N: -0.02983 0.59479 1.73960  0.156
H: -2.46266 1.33225 -2.71024  0.000
H: 2.23891 0.01203 3.95319  0.003
H: -3.92390 -1.60764 -0.72934  0.008
C: -1.08864 2.29754 6.37018  0.047
P: -0.23228 0.47165 -3.11385  0.310
H: -1.70449 2.81046 7.09620  0.001
C: -1.50089 2.21702 5.06105  0.011
C: -1.76572 -3.77527 -3.84948  0.017
H: -2.15752 -4.76781 -4.02755  0.001
C: -0.57765 -1.83282 -4.62866  0.022
H: -2.44983 -3.73523 -1.82531  0.000
H: 5.03371 -2.10396 1.31940  0.000
P: -1.57562 -1.15311 -0.72126  0.154
H: -0.06954 -1.31595 -5.43163  0.001
H: -0.97151 -3.55935 -5.83040  0.000
H: 1.83866 0.18301 -4.34282  0.000
C: 0.12879 1.71916 6.76827  0.088
N: 1.69819 -0.60817 0.12188  0.056
H: 1.88132 0.63806 6.17582  -0.002
As: 0.67386 3.62762 -0.45168  0.001
F: -0.76764 2.32885 -0.33404  0.069
F: -0.48405 4.78519 -0.80030  0.001
C: 1.07131 0.17664 2.29956  0.012
C: -1.92438 -3.18949 -2.59890  0.007
C: 0.93932 1.06929 5.85914  -0.007
C: -1.25952 -2.45198 0.50169  0.027
F: 0.48719 3.72138 1.23481  0.006
C: 3.23991 -1.05908 1.87698  -0.001
S: -1.20696 1.44905 2.50117  0.361
H: 1.44479 1.89637 -4.06234  0.001
H: 0.55233 0.98544 -5.29038  0.016
H: 0.43773 1.78488 7.80293  0.004
F: 1.60929 2.09338 -0.14177  0.043

## Properties
Orbital gap (spin up / spin down) (eV): 7.5817 / 6.1306
Total charge: +3
2S+1: 6
LUMO (spin up / spin down) (eV): -9.64 / -11.90

=====

[2]
The following is a quantum chemistry calculation of a structure of composition C22H25BrN3O5PRuTe, from OMol25.

Last column: Löwdin spin population.
CARTESIAN COORDINATES (ANGSTROEM)
C: 1.89923 1.67869 0.76511  0.006
H: -4.37479 -0.68416 0.33744  0.000
O: -2.58655 0.35851 0.58583  -0.007
O: -3.82278 1.03024 -1.44120  -0.003
C: 0.82552 -2.43854 3.52494  0.089
C: -3.43491 -1.19491 2.22111  -0.001
C: 2.61331 -2.14752 5.65903  -0.018
H: 2.76440 4.53103 -3.23300  0.000
H: 1.29062 3.46851 -5.76306  0.000
C: -4.22535 1.72884 -2.66886  0.004
H: -5.22783 1.35379 -2.85152  0.000
O: 0.62473 2.17081 -3.44465  0.040
C: 2.42492 3.58693 -2.80819  0.002
N: 2.02180 -3.42028 1.14256  0.177
H: 0.12510 -2.57796 2.71164  0.005
H: -2.85440 -2.01468 1.79793  0.000
H: 1.87565 3.75502 -1.88361  0.002
H: -4.41177 0.62067 1.54960  0.000
O: -1.49948 -0.92332 -2.36529  0.027
H: -3.73729 1.82389 -4.73998  0.001
C: -3.83582 -0.21480 1.15594  -0.003
C: 2.00554 2.83373 -5.23074  0.001
C: 0.73078 -3.20319 -0.70501  0.002
C: 3.05714 -2.67082 4.46490  0.093
H: 1.92387 1.83242 -5.65113  0.000
H: -0.79577 -3.45557 -2.12188  0.000
P: -2.50669 1.29646 -0.64518  -0.011
C: 1.76532 -1.08503 0.43277  0.008
C: 1.28023 -1.76299 5.78324  0.111
H: -2.32886 1.92667 -3.70657  0.011
O: 0.43984 -0.39679 -1.54922  0.020
H: 3.34853 1.29427 2.29212  0.001
H: 3.32454 3.00091 -2.59263  0.000
N: 2.71522 -3.28573 2.21214  0.452
Br: 0.66469 -1.03825 7.40306  0.038
H: 3.28784 -2.04068 6.49667  -0.003
C: 2.69328 0.86588 1.54780  0.005
Ru: -0.59824 1.68028 -1.74412  2.445
C: 2.17561 -2.80328 3.37673  0.011
C: -0.19490 -2.75030 -1.56448  0.002
H: -4.33486 -1.61705 2.66868  0.000
C: 2.61888 -0.50682 1.38188  0.002
C: -0.52267 -1.37600 -1.82630  0.003
C: 1.12993 -0.15424 -0.37580  0.007
H: -0.64454 -1.63119 4.85799  -0.003
Te: -1.83711 3.58033 -0.49294  0.338
H: 0.84373 -4.27938 -0.64327  0.002
C: -3.30057 1.42986 -3.82202  0.021
H: -3.15521 0.35851 -3.94116  0.000
C: 1.61445 2.81953 -3.79451  0.007
H: 3.00273 3.23786 -5.38152  0.000
C: 1.55338 -2.54677 0.31179  0.033
H: 4.08438 -2.98719 4.34106  0.003
C: 0.38936 -1.91691 4.72370  -0.010
H: 3.24129 -1.13902 1.99444  0.002
N: 1.14871 1.15793 -0.20757  0.078
H: -4.28098 2.79281 -2.43721  0.005
H: -2.86384 -0.70464 3.00710  0.000
H: 1.87065 2.75362 0.88543  0.001

## Properties
Orbital gap (spin up / spin down) (eV): 5.7791 / 5.7979
Total charge: +2
2S+1: 5
LUMO (spin up / spin down) (eV): -6.73 / -7.87

=====

We obtain relative energy (zero: lowest compared OMol25 entry of this formula, charge and spin) values of 0.536 2.332 eV for the records listed above, in that order.